DFT (wB97M-V/def2-TZVPD) results for C22H29BrN2O4 in the gas phase.

Element x y z (Å)
C 0.12345 5.78664 0.48358
C 1.13593 5.24687 1.48708
C 2.15029 4.26380 0.88344
C 3.12088 4.94252 -0.09577
O 2.51194 5.32715 -1.30014
N 1.48813 3.19301 0.14704
C 0.69749 2.28799 0.97003
C 0.20260 1.14495 0.13141
C -1.08767 1.13878 -0.36886
C -1.58716 0.12495 -1.18254
O -2.88737 0.29612 -1.53928
C -3.49490 -0.50837 -2.52506
C -0.73840 -0.94321 -1.52537
O -1.21544 -1.94052 -2.34439
C -0.27388 -2.78956 -2.96693
C 0.26414 -3.88641 -2.03699
O 1.42026 -4.24923 -2.05851
N -0.68335 -4.40313 -1.23930
C -0.40310 -5.39525 -0.22737
C -1.12745 -5.06190 1.07912
C -0.79652 -3.67541 1.56144
C -1.72919 -2.65068 1.47320
C -1.43133 -1.38144 1.93681
C -0.18924 -1.12132 2.48742
C 0.75729 -2.12979 2.55864
C 0.45509 -3.39762 2.09685
C 0.55450 -0.95499 -1.02040
C 1.00884 0.06884 -0.21067
Br 2.79516 -0.04655 0.43163
H -0.60686 6.41099 0.99397
H 0.62023 6.38373 -0.27481
H -0.39788 4.96833 -0.00617
H 0.60891 4.74792 2.30383
H 1.69610 6.07565 1.92437
H 2.75789 3.86209 1.71866
H 3.94951 4.24464 -0.30406
H 3.54303 5.84594 0.35064
H 1.86734 4.64051 -1.51743
H 2.20716 2.64763 -0.32503
H -0.15764 2.83973 1.36517
H 1.28277 1.90088 1.82428
H -1.75749 1.95128 -0.13591
H -4.49089 -0.08665 -2.65852
H -2.95369 -0.46516 -3.47259
H -3.58074 -1.54868 -2.20466
H 0.56694 -2.22623 -3.38555
H -0.81806 -3.26952 -3.78702
H -1.61035 -4.00568 -1.26754
H -0.71415 -6.38565 -0.58189
H 0.68082 -5.40338 -0.08888
H -0.83296 -5.79733 1.83024
H -2.20555 -5.14960 0.92376
H -2.70763 -2.84886 1.05617
H -2.17034 -0.59691 1.87081
H 0.03807 -0.13548 2.86467
H 1.73193 -1.92892 2.97804
H 1.19343 -4.18356 2.16279
H 1.21909 -1.77395 -1.24346

As for the energy above the lowest of the compared OMol25 structures with the same formula, charge and spin: 20.9 kJ/mol. As for the SMILES: CC[C@H](CO)NCc1cc(OC)c(OCC(=O)NCCc2ccccc2)cc1Br. The calculation puts the HOMO-LUMO gap at 8.86 eV. For the total energy, the calculation gives -3840.2035 hartree. The value obtained for the strongest force on any atom is 0.56 eV/A.

=====

DFT (wB97M-V/def2-TZVPD) results for C18H18ClFN2O5S in the gas phase.

Element x y z (Å)
C 2.36533 1.83981 -2.16043
C 1.53560 2.07672 -0.93527
C 1.77674 1.35120 0.22592
C 1.00458 1.54755 1.35765
C -0.00758 2.48332 1.32354
S -1.03352 2.77398 2.74937
O -2.42632 2.63150 2.39665
O -0.62991 4.00845 3.35934
N -0.60843 1.54091 3.81592
C -1.58714 0.50616 4.09900
C -1.68635 -0.47534 2.92575
O -1.07125 -1.52106 2.89971
N -2.57641 -0.10293 1.98262
C -2.75933 -0.90359 0.79789
C -1.87327 -0.41903 -0.34057
O -1.45268 0.70277 -0.43211
O -1.62782 -1.39257 -1.21472
C -0.68459 -1.11140 -2.25100
C 0.39546 -2.15764 -2.27182
C 0.71659 -2.81152 -3.45757
F 0.04668 -2.47942 -4.58054
C 1.69817 -3.77963 -3.54289
C 2.39099 -4.12233 -2.39491
C 2.10386 -3.49651 -1.19620
C 1.11871 -2.51958 -1.13392
Cl 0.79694 -1.75868 0.38764
C -0.24850 3.23778 0.19253
C 0.52251 3.02961 -0.93601
H 1.80553 2.07727 -3.06168
H 3.24999 2.47647 -2.13668
H 2.69731 0.80498 -2.21020
H 2.56639 0.61415 0.23749
H 1.16802 0.96980 2.25348
H -0.21784 1.96002 4.64594
H -2.57781 0.93558 4.29465
H -1.24810 -0.05700 4.97055
H -2.83730 0.88192 1.94846
H -3.80399 -0.85547 0.47738
H -2.49902 -1.93850 1.03591
H -1.22209 -1.10266 -3.20289
H -0.25562 -0.11724 -2.06508
H 1.90055 -4.24945 -4.49164
H 3.15708 -4.88033 -2.43606
H 2.63937 -3.75841 -0.29835
H -1.04960 3.95905 0.20455
H 0.32804 3.60128 -1.83139

As for the energy above the lowest of the compared OMol25 structures with the same formula, charge and spin: 0.0 kJ/mol. As for the SMILES: Cc1ccc(S(=O)(=O)NCC(=O)NCC(=O)OCc2c(F)cccc2Cl)cc1. The calculation puts the HOMO-LUMO gap at 9.88 eV. For the total energy, the calculation gives -2140.7048 hartree. The value obtained for the strongest force on any atom is 0.97 eV/A.

=====

DFT (wB97M-V/def2-TZVPD) results for a molecular structure, C35H23BrGeMoN4O2S2 at a distorted geometry.

Element x y z (Å)
Mo 0.74545 1.44401 -0.08176
C -0.05225 -4.06349 3.18314
C 0.95675 -3.13949 2.96864
C 0.85235 -2.22879 1.93204
C -0.26085 -2.22839 1.09884
C -1.26855 -3.16729 1.31284
C -1.15315 -4.08709 2.34174
Ge -0.53815 -0.93249 -0.39696
C -2.50855 -0.60579 -0.56616
C -3.13685 -1.04209 -1.72796
C -4.51515 -0.99129 -1.82926
C -5.26745 -0.49079 -0.78136
C -4.64475 -0.04229 0.37324
C -3.26655 -0.09219 0.47944
C 0.11125 -1.49029 -2.17576
C -0.01105 -0.57889 -3.22496
C 0.46685 -0.89259 -4.48236
C 1.07565 -2.11999 -4.69656
C 1.18525 -3.03799 -3.66456
C 0.71315 -2.72299 -2.40356
H 0.00975 -4.75119 4.01274
H 1.82295 -3.12429 3.61194
H 1.65145 -1.51689 1.77054
H -2.14105 -3.17139 0.66864
H -1.92815 -4.82439 2.48734
H -2.55385 -1.45019 -2.54236
H -5.00035 -1.35219 -2.72316
H -6.34185 -0.44269 -0.86676
H -5.23245 0.33941 1.19294
H -2.77745 0.25611 1.38284
H -0.49985 0.37951 -3.05276
H 0.36815 -0.18429 -5.29376
H 1.46735 -2.35749 -5.67316
H 1.65275 -3.99279 -3.84056
H 0.81005 -3.42909 -1.58816
N 0.29035 1.01031 1.66184
C 0.06245 0.61661 2.76584
C -0.30665 0.19171 3.97714
C 0.60985 -0.36959 4.88934
N 1.35425 -0.86389 5.60504
C -1.67225 0.24251 4.33484
N -2.78375 0.28941 4.60424
O 3.07005 -1.10819 -2.35826
S 2.84965 -0.13649 -1.35626
O 2.11535 -0.55009 -0.15066
N 1.98545 1.21791 -1.78946
C 2.55085 2.23241 -1.09016
S 1.60735 3.65101 -0.88956
C 3.88265 2.01851 -0.54486
C 4.72245 2.90601 0.12684
C 5.90365 2.41091 0.65864
C 6.24515 1.06741 0.55244
C 5.41445 0.17751 -0.12086
C 4.26955 0.68431 -0.68746
H 4.44755 3.94371 0.23914
H 6.56225 3.08751 1.17914
H 7.15305 0.70411 1.00604
H 5.64245 -0.87189 -0.19606
Br -4.80465 5.39401 0.08004
C -3.29885 4.24581 0.05254
C -2.39335 4.27401 1.10384
C -1.30045 3.43181 1.07754
C -1.05925 2.55911 0.00594
C -1.99475 2.56831 -1.03156
C -3.10525 3.38981 -1.02286
H -2.54995 4.95181 1.92824
H -0.59485 3.47871 1.90384
H -1.85115 1.91391 -1.88396
H -3.81475 3.37281 -1.83586

The total charge is +1. Its multiplicity is 2. The calculation puts the HOMO-LUMO gap (alpha / beta) at 5.25 / 5.12 eV. For the total energy, the calculation gives -7232.1401 hartree. The value obtained for the strongest force on any atom is 3.60 eV/A.

=====

DFT (wB97M-V/def2-TZVPD) results for 3 unconnected molecules or ions with the total composition C4H11NO at a distorted geometry.

Element x y z (Å)
C 0.98696 0.89880 1.53854
C 0.50627 -0.33098 1.09098
C -0.79387 0.03122 0.23718
C -0.34803 0.73158 -1.05949
H 1.19699 1.56620 0.69057
H 1.76556 0.51210 2.22813
H 0.22087 1.52774 2.31093
H 0.35469 -1.44532 1.62693
H 1.39451 -0.65420 0.30789
H -1.42039 0.72066 1.01194
H -1.31728 -1.83910 0.44113
H -1.13640 0.91978 -1.85754
H -0.05950 1.62415 -1.01143
H 1.87148 0.50266 -1.48616
H 0.62436 -1.34226 -0.78874
N 0.65478 -0.17622 -1.63820
O -1.27330 -1.10532 -0.35620

As for the energy above the lowest of the compared OMol25 structures with the same formula, charge and spin: 815.3 kJ/mol. The calculation puts the HOMO-LUMO gap at 9.15 eV. For the total energy, the calculation gives -288.7065 hartree. The value obtained for the strongest force on any atom is 8.01 eV/A.

=====

Q: strongest force on any atom of number 3 (C35H23BrGeMoN4O2S2)?
A: 3.60 eV/A

=====

Q: strongest force on any atom of number 2 (C18H18ClFN2O5S)?
A: 0.97 eV/A

=====

Please write out number 3 again, unchanged.
DFT (wB97M-V/def2-TZVPD) results for a molecular structure, C35H23BrGeMoN4O2S2 at a distorted geometry.

Element x y z (Å)
Mo 0.74545 1.44401 -0.08176
C -0.05225 -4.06349 3.18314
C 0.95675 -3.13949 2.96864
C 0.85235 -2.22879 1.93204
C -0.26085 -2.22839 1.09884
C -1.26855 -3.16729 1.31284
C -1.15315 -4.08709 2.34174
Ge -0.53815 -0.93249 -0.39696
C -2.50855 -0.60579 -0.56616
C -3.13685 -1.04209 -1.72796
C -4.51515 -0.99129 -1.82926
C -5.26745 -0.49079 -0.78136
C -4.64475 -0.04229 0.37324
C -3.26655 -0.09219 0.47944
C 0.11125 -1.49029 -2.17576
C -0.01105 -0.57889 -3.22496
C 0.46685 -0.89259 -4.48236
C 1.07565 -2.11999 -4.69656
C 1.18525 -3.03799 -3.66456
C 0.71315 -2.72299 -2.40356
H 0.00975 -4.75119 4.01274
H 1.82295 -3.12429 3.61194
H 1.65145 -1.51689 1.77054
H -2.14105 -3.17139 0.66864
H -1.92815 -4.82439 2.48734
H -2.55385 -1.45019 -2.54236
H -5.00035 -1.35219 -2.72316
H -6.34185 -0.44269 -0.86676
H -5.23245 0.33941 1.19294
H -2.77745 0.25611 1.38284
H -0.49985 0.37951 -3.05276
H 0.36815 -0.18429 -5.29376
H 1.46735 -2.35749 -5.67316
H 1.65275 -3.99279 -3.84056
H 0.81005 -3.42909 -1.58816
N 0.29035 1.01031 1.66184
C 0.06245 0.61661 2.76584
C -0.30665 0.19171 3.97714
C 0.60985 -0.36959 4.88934
N 1.35425 -0.86389 5.60504
C -1.67225 0.24251 4.33484
N -2.78375 0.28941 4.60424
O 3.07005 -1.10819 -2.35826
S 2.84965 -0.13649 -1.35626
O 2.11535 -0.55009 -0.15066
N 1.98545 1.21791 -1.78946
C 2.55085 2.23241 -1.09016
S 1.60735 3.65101 -0.88956
C 3.88265 2.01851 -0.54486
C 4.72245 2.90601 0.12684
C 5.90365 2.41091 0.65864
C 6.24515 1.06741 0.55244
C 5.41445 0.17751 -0.12086
C 4.26955 0.68431 -0.68746
H 4.44755 3.94371 0.23914
H 6.56225 3.08751 1.17914
H 7.15305 0.70411 1.00604
H 5.64245 -0.87189 -0.19606
Br -4.80465 5.39401 0.08004
C -3.29885 4.24581 0.05254
C -2.39335 4.27401 1.10384
C -1.30045 3.43181 1.07754
C -1.05925 2.55911 0.00594
C -1.99475 2.56831 -1.03156
C -3.10525 3.38981 -1.02286
H -2.54995 4.95181 1.92824
H -0.59485 3.47871 1.90384
H -1.85115 1.91391 -1.88396
H -3.81475 3.37281 -1.83586

The total charge is +1. Its multiplicity is 2. The calculation puts the HOMO-LUMO gap (alpha / beta) at 5.25 / 5.12 eV. For the total energy, the calculation gives -7232.1401 hartree. The value obtained for the strongest force on any atom is 3.60 eV/A.

=====

Q: What is the formula in the fourth record?
A: C4H11NO